Computed, not measured: a cluster of 2 separate species, C10H16 in total, with the ωB97M-V functional and the def2-TZVPD basis.

Structure (XYZ):
```
26
Properties=species:S:1:pos:R:3:mulliken_charge:R:1
C 0.814 -0.557 2.353 -0.8943
C -0.131 -0.685 1.224 -0.4975
C -0.663 0.724 0.815 0.5065
C 0.075 1.462 -0.079 -0.3112
C -0.462 2.632 -0.646 -0.8293
C -1.804 2.984 -0.265 -0.2279
C -2.482 2.262 0.714 -0.4793
C -1.928 1.126 1.180 -0.2132
H 1.731 0.108 2.139 0.2365
H 1.116 -1.478 2.811 0.4097
H 0.042 -0.228 3.240 0.2307
H 0.269 -1.092 0.273 -0.4981
H -0.875 -1.233 1.476 0.6971
H 1.027 1.183 -0.140 0.6416
H 0.059 3.304 -1.282 0.4081
H -2.396 3.866 -0.706 0.2481
H -3.480 2.639 1.010 0.3275
H -2.461 0.642 2.068 0.2080
C 0.891 -2.022 -2.477 -0.7978
C 2.018 -2.382 -1.494 -0.7602
H 0.330 -2.867 -2.879 0.2736
H 0.154 -1.355 -2.087 0.2532
H 1.174 -1.437 -3.448 0.2635
H 2.591 -1.532 -1.100 0.2445
H 2.776 -3.115 -2.007 0.2736
H 1.612 -2.950 -0.691 0.2865
```

Properties
- HOMO-LUMO gap (eV) = 9.97
- calculated total energy (eV) = -10627.614
- ΔE to the lowest compared entry with this formula, charge and spin (kJ/mol) = 205.5
- SMILES = CCc1ccccc1.CC